The following is a DFT calculation (ωB97M-V/def2-TZVPD) of C40H44GeIN5O6STa as an isolated structure at a distorted geometry.

```
! wB97M-V def2-TZVPD RIJCOSX def2/J DEFGRID3
* xyz -1 1
Ta -0.5771 -0.1001 -1.2144
C -2.3930 4.6877 1.1002
C -2.5442 4.9333 -0.2130
C -2.3623 3.9561 -1.2338
C -1.9465 2.6914 -0.9225
C -1.6805 2.3331 0.5031
C -2.1021 3.3114 1.6045
N -1.6103 1.6835 -1.7634
N -1.9043 1.9359 -3.0670
C -1.6682 0.9536 -3.8987
C -1.9583 1.1323 -5.2841
C -1.7156 0.1293 -6.1671
C -1.1422 -1.0680 -5.6978
C -0.8750 -1.1807 -4.3573
N -1.1463 -0.2361 -3.4505
H -2.5107 5.4604 1.8432
H -2.8070 5.9337 -0.5270
H -2.5030 4.2236 -2.2670
H -2.0999 1.3418 0.7136
H -2.9740 2.9188 2.1505
H -2.3595 2.0879 -5.5762
H -1.9515 0.2374 -7.2159
H -0.9211 -1.8816 -6.3703
H -0.4115 -2.0785 -3.9679
C 1.8992 -3.7142 -0.0573
N 1.9173 -2.3189 0.3282
C 2.9332 -1.5975 -0.4032
C 2.0895 -2.1682 1.7552
C 1.5395 -0.9141 2.4098
C 1.9246 -0.7109 3.7267
C 1.3387 0.2799 4.5410
C 0.3379 1.0532 4.0777
C -0.1200 0.9749 2.6703
C 0.5762 -0.0768 1.8143
H 2.8498 -4.2318 0.1731
H 1.7142 -3.7922 -1.1258
H 1.0840 -4.2265 0.4535
H 3.9509 -1.9726 -0.1817
H 2.8871 -0.5440 -0.1332
H 2.7370 -1.6937 -1.4682
H 3.1597 -2.2593 2.0347
H 1.5715 -3.0034 2.2405
H 2.6709 -1.3617 4.1626
H 1.6742 0.3751 5.5640
H -0.1497 1.7912 4.6964
H -1.1959 0.7501 2.6330
C -3.4177 -7.0811 2.8532
C -3.1489 -5.7341 2.2441
C -1.9311 -5.1009 2.4615
C -1.6788 -3.8703 1.8918
C -2.6405 -3.2243 1.1312
C -3.8706 -3.8257 0.9390
C -4.1112 -5.0803 1.4835
S -1.8513 -1.6506 0.5086
O -2.4568 -0.5525 1.2990
O 0.2063 -0.1788 0.5856
N -2.4411 -1.3698 -0.9884
C -2.4105 -2.5345 -1.8161
C -0.9598 -3.0683 -1.8619
O -0.7414 -4.2538 -2.0563
O -0.0714 -2.1740 -1.6614
H -2.4894 -7.5366 3.1922
H -3.8919 -7.7532 2.1405
H -4.0814 -6.9739 3.7124
H -1.1748 -5.5810 3.0667
H -0.7274 -3.3747 2.0373
H -4.6419 -3.3175 0.3741
H -5.0673 -5.5594 1.3088
H -2.7365 -2.2674 -2.8302
H -3.0596 -3.3443 -1.4509
I 5.8171 4.3879 3.6578
C 3.8794 3.7787 3.0514
C 2.7787 4.3316 3.6742
C 1.5213 3.9052 3.2897
C 1.3690 2.9472 2.2982
C 2.4864 2.4266 1.6602
C 3.7492 2.8444 2.0417
C -0.0076 2.4107 1.9988
O -0.9918 3.2822 2.5117
O -0.2519 2.2958 0.6310
H 2.8911 5.0781 4.4471
H 0.6372 4.3145 3.7500
H 2.3643 1.7053 0.8668
H 4.6314 2.4476 1.5630
C 1.3267 3.6998 -1.5329
Ge 2.0802 2.0747 -2.3814
C 3.9998 1.8075 -1.8037
C 2.1468 2.5010 -4.3426
C 1.1483 0.4052 -2.2225
H 1.8015 4.5834 -1.9495
H 1.4518 3.7146 -0.4584
H 0.2647 3.7421 -1.7465
H 4.6097 2.6856 -1.9928
H 4.4170 0.9722 -2.3577
H 4.0605 1.5713 -0.7474
H 2.8267 3.3178 -4.5657
H 1.1479 2.7782 -4.6665
H 2.4559 1.6287 -4.9105
H 1.5614 -0.2760 -2.9612
*
```

The total energy is -5105.6255 Ha. The HOMO-LUMO gap (spin up / spin down) is 0.1311 / 0.1310 hartree. The HOMO energy (spin up / spin down) comes out at -3.02 / -3.02 eV. As for the energy relative to the best compared isomer or geometry (same formula, charge and spin): 7.531 eV.